a:
ORCA calculation (ωB97M-V with the def2-TZVPD basis set) on a cluster of 2 separate species, C9H13N2 in total.

For the HOMO-LUMO gap, the calculation gives 0.33007 Ha. Its molecular weight is 149.2 g/mol. The charge is +1.

Geometry as XYZ:
```
24
Properties=species:S:1:pos:R:3:nbo_charge:R:1
C -4.3406 0.0278 -0.3272 -0.123
C -3.7164 1.2169 -0.0689 -0.213
C -3.5843 -1.1173 -0.2064 -0.205
C -2.3672 1.1800 0.2339 -0.120
C -2.1992 -1.1614 -0.1016 -0.136
C -1.5245 0.0084 0.1811 -0.189
C 4.2632 -0.6106 -0.3722 -0.240
C 3.8324 0.7693 -0.5862 -0.238
C -0.1213 0.1359 0.5608 0.251
N 0.7787 -0.7405 0.4966 -0.642
N 3.3338 -0.0002 0.5279 -0.604
H -5.3234 0.0963 -0.5912 0.227
H -4.3311 2.0886 -0.1045 0.238
H -4.2140 -1.9175 -0.4236 0.231
H -1.7511 2.1293 0.4720 0.216
H -1.5593 -2.0061 -0.1246 0.203
H 3.7796 -1.4215 -1.0820 0.242
H 5.2618 -0.7555 0.1604 0.247
H 4.4020 1.5674 -0.3174 0.217
H 2.9994 0.9986 -1.2435 0.210
H 0.3286 1.0360 0.8503 0.196
H 1.9638 -0.3248 0.5496 0.441
H 0.4348 -1.6329 0.1420 0.390
H 3.6544 0.4339 1.3746 0.403
```



b:
ORCA calculation (ωB97M-V with the def2-TZVPD basis set) on the ion C9H13N2 with charge +1.

For the HOMO-LUMO gap, the calculation gives 0.33231 Ha. As for the SMILES: CC1=[N+](C)[C@H]2C=CC=C[C@@H]1N2. Its molecular weight is 149.2 g/mol. The charge is +1.

Geometry as XYZ:
```
24
Properties=species:S:1:pos:R:3:nbo_charge:R:1
C -1.3001 -1.3318 1.4925 -0.690
C -0.5264 -1.0589 0.3378 0.503
N -0.8449 -0.3661 -0.7187 -0.275
C -1.9668 0.5952 -0.9877 -0.439
C 0.3394 -0.1184 -1.5386 0.061
C 0.8331 1.2972 -1.3683 -0.190
C 1.0767 1.7596 -0.1473 -0.216
C 1.1419 1.1255 1.1586 -0.232
C 1.1792 -0.1603 1.4281 -0.162
C 0.8878 -1.2389 0.3467 -0.173
N 1.3348 -1.0790 -1.0385 -0.598
H -0.7330 -2.0153 2.1811 0.258
H -2.2326 -1.7536 1.3285 0.270
H -1.3685 -0.4032 1.8922 0.267
H -2.9009 0.1859 -0.4931 0.250
H -1.4691 1.5701 -0.7253 0.254
H -2.1206 0.6693 -2.0605 0.240
H 0.1298 -0.4026 -2.5391 0.224
H 0.8195 1.8982 -2.2360 0.235
H 1.5243 2.7616 -0.1154 0.240
H 1.2370 1.9008 1.8837 0.244
H 1.3674 -0.6811 2.4446 0.252
H 1.2484 -2.2062 0.6839 0.255
H 2.3436 -0.9480 -1.2092 0.420
```



Going by the energies, a is most stable and the next is 0.0036 hartree up.



a:
ORCA calculation (ωB97M-V with the def2-TZVPD basis set) on the molecule C8H11NO.

For the HOMO-LUMO gap (spin up / spin down), the calculation gives 0.26571 / 0.29573 Ha. Its molecular weight is 137.2 g/mol.

Geometry as XYZ:
```
21
Properties=species:S:1:pos:R:3:lowdin_charge:R:1
C 0.3619 -1.2935 -0.6328 -0.284
C 0.4853 -2.5146 0.0319 0.132
C 1.2123 -0.1638 -0.8821 -0.172
C -0.9873 -2.9604 0.0875 -0.097
C 0.5142 0.9994 1.2744 -0.233
C 0.8946 1.1274 -0.1530 -0.305
C -0.9593 -1.4722 -0.2691 0.055
C -0.3254 1.7744 -1.0157 -0.035
N -0.8403 0.8169 1.5327 -0.169
O -1.2734 -0.4530 1.5494 -0.120
H 2.3444 -0.3731 -0.7622 0.154
H 1.3372 -0.0932 -1.9935 0.136
H -1.4710 -3.6730 -0.6102 0.118
H -1.2279 -3.0769 1.0932 0.068
H 1.1042 0.2845 1.7945 0.127
H 0.6282 2.0351 1.7242 0.147
H 1.7535 1.8021 -0.1963 0.131
H -1.1319 0.9627 -1.0535 0.098
H -0.0849 2.0840 -1.9444 0.027
H -0.8910 2.5976 -0.6063 0.061
H -1.4436 1.5897 1.0313 0.163
```



b:
ORCA calculation (ωB97M-V with the def2-TZVPD basis set) on a cluster of 2 separate species, C8H11NO in total.

For the HOMO-LUMO gap, the calculation gives 0.32422 Ha. As for the SMILES: c1ccccc1.CC(N)=O. Its molecular weight is 137.2 g/mol.

Geometry as XYZ:
```
21
Properties=species:S:1:pos:R:3:nbo_charge:R:1
C 0.6799 -0.4881 -0.0029 -0.241
C 1.0405 -1.6707 0.4943 -0.216
C 0.1379 -2.7220 0.6867 -0.196
C -1.1737 -2.5800 0.2403 -0.237
C -1.5794 -1.4236 -0.3326 -0.211
C -0.6958 -0.3319 -0.3377 -0.242
H 1.3898 0.2954 -0.4657 0.269
H 2.0664 -1.9824 0.7211 0.206
H 0.3610 -3.6159 1.1689 0.202
H -1.9085 -3.2409 0.4525 0.198
H -2.6270 -1.4930 -0.7767 0.208
H -1.1117 0.5304 -0.7514 0.187
C -0.3305 2.0500 0.7246 -0.722
C 0.9730 1.7785 -0.0699 0.698
N 0.9718 2.3629 -1.3278 -0.819
O 1.9473 1.2193 0.4717 -0.629
H -0.6717 1.1484 1.2155 0.265
H -1.2453 2.5529 0.1540 0.217
H 0.0704 2.7078 1.5832 0.253
H 1.6389 2.2007 -2.0843 0.410
H 0.0666 2.7024 -1.7639 0.401
```



Going by the energies, b is most stable and the next is 0.1837 hartree up.



a:
ORCA calculation (ωB97M-V with the def2-TZVPD basis set) on the molecule C2H5N3OS2.

For the HOMO-LUMO gap, the calculation gives 0.33355 Ha. As for the SMILES: [H]/N=C\N(S)C(=S)NO. Its molecular weight is 151.2 g/mol.

Geometry as XYZ:
```
13
Properties=species:S:1:pos:R:3:nbo_charge:R:1
H -2.0552 2.2689 -1.2590 0.350
N -2.3936 1.6443 -0.4765 -0.635
C -1.5411 0.9584 0.0806 0.254
N -0.2770 0.6233 -0.2952 -0.680
S 0.1813 1.2301 -1.6451 0.273
C 0.3933 -0.3861 0.3507 0.275
S 1.2454 -1.7066 -0.2981 -0.176
N 0.3901 -0.2602 1.6756 -0.311
O 0.3595 -1.4731 2.5741 -0.525
H -2.0586 0.4160 0.9916 0.194
H -0.4475 0.5597 -2.6485 0.104
H 0.2076 0.4973 2.1452 0.377
H 1.5009 -1.8181 2.3546 0.499
```



b:
ORCA calculation (ωB97M-V with the def2-TZVPD basis set) on the molecule C2H5N3OS2.

For the HOMO-LUMO gap, the calculation gives 0.31744 Ha. As for the SMILES: NC(=S)S/N=C\NO. Its molecular weight is 151.2 g/mol.

Geometry as XYZ:
```
13
Properties=species:S:1:pos:R:3:nbo_charge:R:1
N 1.4724 1.5104 0.0550 -0.774
C 1.6080 0.2322 0.0800 -0.044
S 3.0783 -0.5537 0.0722 -0.188
S 0.0123 -0.6436 -0.1443 0.465
N -0.9183 0.7487 -0.3467 -0.719
C -2.1920 1.0269 -0.1420 0.264
N -3.0685 0.0853 0.4394 -0.357
O -2.7874 -1.1923 -0.1181 -0.564
H 0.5006 1.9848 0.3149 0.431
H 2.2680 2.1338 0.2232 0.412
H -2.5740 2.1109 -0.2006 0.200
H -4.1210 0.2114 0.5033 0.389
H -2.1197 -1.7097 0.5966 0.484
```



c:
ORCA calculation (ωB97M-V with the def2-TZVPD basis set) on a structure of composition C2H5N3OS2.

For the HOMO-LUMO gap, the calculation gives 0.29738 Ha. Its molecular weight is 151.2 g/mol.

Geometry as XYZ:
```
13
Properties=species:S:1:pos:R:3:nbo_charge:R:1
C -0.0627 -0.3877 -0.2989 0.659
C 1.8754 -1.6712 0.0251 0.445
H 2.5417 0.5426 -0.2745 0.251
H -0.4751 1.0512 1.4093 0.470
H -1.4290 -1.9682 -0.4764 0.440
H -2.6924 1.1290 -0.9303 0.139
H 2.6168 -3.0736 0.1311 0.233
N 0.1140 0.7635 0.4886 -0.782
N -1.4049 -0.9043 -0.1638 -0.793
N 0.7150 -1.2378 -1.0012 -0.634
O 2.1669 -0.6454 0.9618 -0.669
S 1.2345 1.8044 -0.3034 0.066
S -2.7809 0.0385 0.2299 0.175
```



Going by the energies, b is most stable and the next is 0.0615 hartree up.